A cluster of 11 separate species, C67H147N8O9 in total. Source: the Open Molecules 2025 dataset; level of theory: wB97M-V/def2-TZVPD.

Last column: Löwdin charge in e.
Positions of all 231 atoms, in Å:
C 3.65 -0.76 9.21  -0.099
C 3.99 0.47 8.40  -0.212
C 3.43 0.53 6.90  -0.088
N 3.36 1.99 6.44  -0.243
C 2.29 2.82 7.15  0.045
C 4.81 2.68 6.56  -0.043
C 4.92 3.68 5.40  -0.137
C 3.70 3.44 4.49  -0.139
C 3.14 2.08 4.92  -0.109
H 2.58 -0.78 9.42  0.076
H 4.22 -0.77 10.14  0.092
H 3.84 -1.71 8.70  0.077
H 5.07 0.57 8.33  0.108
H 3.67 1.29 9.04  0.103
H 2.51 0.01 6.65  0.129
H 4.13 0.13 6.16  0.116
H 1.27 2.44 7.05  0.111
H 2.21 3.83 6.75  0.113
H 2.61 2.90 8.19  0.099
H 4.93 3.08 7.57  0.136
H 5.53 1.88 6.39  0.126
H 4.79 4.68 5.80  0.125
H 5.79 3.64 4.75  0.122
H 2.94 4.22 4.58  0.125
H 4.15 3.39 3.50  0.117
H 2.05 2.00 4.83  0.125
H 3.43 1.17 4.41  0.125
C -2.86 -0.36 9.58  -0.095
C -3.91 -1.43 9.11  -0.165
C -3.78 -1.49 7.49  -0.090
N -4.84 -2.30 6.71  -0.224
C -4.45 -2.38 5.20  0.051
C -6.28 -1.69 6.73  -0.095
C -7.25 -2.79 6.84  -0.145
C -6.41 -4.08 6.81  -0.160
C -5.03 -3.71 7.31  -0.096
H -1.81 -0.60 9.46  0.071
H -2.98 -0.03 10.61  0.086
H -3.01 0.57 9.05  0.073
H -4.91 -1.10 9.38  0.102
H -3.77 -2.36 9.65  0.104
H -2.85 -2.00 7.25  0.117
H -3.66 -0.54 6.96  0.128
H -5.18 -3.05 4.74  0.098
H -3.47 -2.86 5.30  0.096
H -4.45 -1.35 4.86  0.108
H -6.54 -1.12 5.84  0.137
H -6.42 -1.13 7.66  0.134
H -7.94 -2.71 6.00  0.131
H -7.75 -2.85 7.81  0.135
H -6.33 -4.43 5.78  0.095
H -6.83 -4.98 7.25  0.133
H -4.30 -4.42 6.92  0.131
H -5.01 -3.90 8.38  0.138
C -4.41 -6.20 -1.80  -0.085
C -3.67 -7.24 -1.02  -0.246
C -3.47 -6.80 0.39  -0.128
N -2.87 -7.92 1.29  -0.258
C -3.75 -9.18 1.12  0.048
C -2.89 -7.51 2.81  -0.103
C -1.76 -8.21 3.50  -0.146
C -1.00 -8.91 2.36  -0.126
C -1.39 -8.24 1.00  -0.057
H -4.63 -6.48 -2.83  0.096
H -3.84 -5.29 -1.97  0.080
H -5.33 -5.88 -1.32  0.085
H -2.70 -7.46 -1.46  0.122
H -4.14 -8.23 -1.08  0.107
H -4.35 -6.56 0.98  0.132
H -2.79 -5.95 0.49  0.128
H -4.75 -8.76 1.26  0.117
H -3.55 -9.89 1.91  0.115
H -3.55 -9.60 0.13  0.106
H -3.87 -7.55 3.28  0.138
H -2.72 -6.43 2.74  0.116
H -2.14 -8.91 4.25  0.130
H -1.17 -7.43 3.98  0.121
H -1.20 -9.98 2.28  0.124
H 0.05 -8.66 2.48  0.119
H -1.29 -8.99 0.21  0.139
H -1.05 -7.22 0.84  0.126
C 7.30 -4.22 -3.55  -0.086
C 6.03 -5.03 -3.18  -0.212
C 4.88 -3.99 -2.96  -0.113
N 3.64 -4.68 -2.31  -0.248
C 3.94 -4.92 -0.81  0.039
C 2.44 -3.67 -2.34  -0.060
C 1.16 -4.62 -2.22  -0.128
C 1.55 -5.96 -2.88  -0.112
C 3.12 -5.86 -3.16  -0.044
H 7.51 -3.77 -2.58  0.065
H 7.17 -3.45 -4.30  0.086
H 8.17 -4.86 -3.71  0.088
H 6.18 -5.81 -2.44  0.114
H 5.80 -5.48 -4.14  0.108
H 4.50 -3.52 -3.87  0.131
H 5.14 -3.12 -2.37  0.127
H 3.09 -5.47 -0.41  0.096
H 3.95 -3.96 -0.29  0.099
H 4.87 -5.47 -0.65  0.102
H 2.52 -2.96 -1.52  0.118
H 2.44 -3.20 -3.33  0.132
H 1.11 -4.84 -1.15  0.082
H 0.24 -4.15 -2.56  0.121
H 1.28 -6.90 -2.41  0.107
H 1.01 -5.99 -3.83  0.118
H 3.74 -6.73 -2.90  0.132
H 3.39 -5.61 -4.18  0.134
C 0.56 5.80 -5.09  -0.093
C 0.34 6.80 -3.97  -0.246
C 1.39 7.85 -3.94  -0.129
N 1.15 8.97 -2.89  -0.246
C 1.34 8.31 -1.52  0.035
C -0.21 9.72 -2.91  -0.045
C 0.05 11.06 -2.19  -0.135
C 1.57 11.32 -2.25  -0.148
C 2.16 10.11 -3.04  -0.088
H 1.38 5.11 -4.91  0.072
H 0.78 6.33 -6.02  0.085
H -0.29 5.12 -5.15  0.086
H 0.41 6.13 -3.11  0.103
H -0.68 7.20 -3.97  0.131
H 1.34 8.40 -4.88  0.134
H 2.43 7.54 -3.85  0.138
H 1.28 9.08 -0.75  0.111
H 2.30 7.81 -1.49  0.103
H 0.51 7.61 -1.37  0.105
H -1.02 9.11 -2.49  0.143
H -0.38 9.96 -3.96  0.140
H -0.17 11.04 -1.13  0.119
H -0.31 11.97 -2.68  0.127
H 1.96 11.60 -1.27  0.117
H 1.73 12.21 -2.86  0.113
H 3.17 9.77 -2.81  0.131
H 2.16 10.41 -4.08  0.131
C -10.56 0.30 -2.05  -0.081
C -9.69 0.41 -3.34  -0.227
C -9.04 -0.90 -3.66  -0.129
N -8.26 -0.95 -5.02  -0.245
C -7.25 0.16 -5.20  0.048
C -7.64 -2.35 -5.06  -0.101
C -7.54 -2.63 -6.60  -0.123
C -8.54 -1.74 -7.32  -0.155
C -9.32 -1.04 -6.20  -0.050
H -11.57 -0.04 -2.27  0.082
H -10.70 1.28 -1.59  0.080
H -10.17 -0.28 -1.21  0.070
H -9.04 1.28 -3.24  0.109
H -10.34 0.74 -4.15  0.115
H -9.74 -1.73 -3.57  0.135
H -8.19 -1.04 -2.99  0.125
H -6.90 0.18 -6.23  0.115
H -6.41 -0.11 -4.56  0.107
H -7.68 1.14 -5.00  0.109
H -6.70 -2.40 -4.53  0.127
H -8.29 -3.05 -4.54  0.122
H -6.51 -2.58 -6.93  0.129
H -7.98 -3.62 -6.67  0.117
H -8.09 -0.94 -7.90  0.116
H -9.22 -2.25 -8.00  0.130
H -9.73 -0.05 -6.38  0.141
H -10.04 -1.78 -5.83  0.133
C 13.46 4.74 -2.54  -0.072
C 12.44 3.68 -3.04  -0.214
C 12.28 2.44 -2.09  -0.082
N 11.18 1.42 -2.42  -0.223
C 11.26 0.17 -1.46  0.042
C 11.14 0.91 -3.86  -0.113
C 9.98 1.58 -4.57  -0.129
C 8.90 1.49 -3.43  -0.142
C 9.74 1.97 -2.23  -0.105
H 12.95 5.12 -1.66  0.074
H 13.45 5.58 -3.23  0.090
H 14.44 4.35 -2.27  0.090
H 12.87 3.38 -3.99  0.108
H 11.49 4.16 -3.28  0.103
H 11.97 2.65 -1.07  0.130
H 13.16 1.79 -2.07  0.140
H 12.11 -0.42 -1.79  0.110
H 10.35 -0.43 -1.36  0.103
H 11.47 0.64 -0.50  0.101
H 11.05 -0.17 -3.92  0.130
H 12.10 1.05 -4.36  0.137
H 9.57 1.18 -5.49  0.130
H 10.19 2.64 -4.75  0.115
H 8.56 0.47 -3.28  0.106
H 8.00 2.06 -3.65  0.122
H 9.18 1.53 -1.41  0.116
H 9.74 3.06 -2.10  0.132
C 1.73 1.48 -0.62  -0.092
C 0.27 1.37 -1.16  -0.205
C -0.78 1.57 -0.03  -0.097
N -2.26 1.25 -0.51  -0.210
C -2.58 2.11 -1.78  0.067
C -3.27 1.42 0.67  -0.045
C -4.41 0.45 0.20  -0.159
C -3.69 -0.79 -0.19  -0.186
C -2.45 -0.27 -0.92  -0.071
H 2.48 1.57 -1.41  0.071
H 1.95 0.56 -0.08  0.058
H 1.92 2.37 -0.01  0.076
H 0.09 0.42 -1.66  0.101
H 0.19 2.15 -1.91  0.108
H -0.81 2.59 0.36  0.138
H -0.64 1.05 0.92  0.118
H -1.98 1.78 -2.62  0.107
H -2.51 3.14 -1.45  0.125
H -3.59 1.83 -2.08  0.101
H -3.48 2.47 0.83  0.146
H -2.81 1.15 1.62  0.125
H -4.96 0.80 -0.67  0.119
H -5.12 0.28 1.01  0.121
H -4.33 -1.39 -0.84  0.119
H -3.42 -1.43 0.65  0.107
H -2.55 -0.37 -2.00  0.135
H -1.53 -0.77 -0.63  0.113
O -0.99 6.62 4.78  0.059
C -1.30 6.25 3.55  -0.913
O -1.76 5.12 3.43  -0.118
O -1.14 7.05 2.56  -0.100
H -1.38 5.90 5.28  0.082
O -0.37 -2.96 -6.09  0.037
C -1.22 -1.98 -5.80  -0.933
O -0.68 -0.88 -5.70  -0.070
O -2.45 -2.20 -5.62  -0.100
H 0.42 -2.41 -6.14  0.076
O -5.42 5.33 -3.96  0.035
C -5.59 6.58 -4.27  -0.939
O -6.39 6.85 -5.21  -0.072
O -4.94 7.46 -3.64  -0.095
H -6.02 4.99 -4.62  0.077

Computed properties:
LUMO	-9.081	eV
HOMO energy	-10.703	eV
calculated total energy	-102157.553	eV
total charge	+5
relative energy (zero: lowest compared OMol25 entry of this formula, charge and spin)	0.3013	eV